This record from the OMol25 dataset describes 17 unconnected molecules or ions with the total composition C84H117N3O40 at a distorted geometry. The level of theory is wB97M-V/def2-TZVPD.

Calculated values
highest occupied orbital energy = -7.70 eV
total energy = -6444.56405 Ha
F_max = 5.99 eV/Å
energy relative to the best compared isomer or geometry (same formula, charge and spin) = 0.0000 eV
LUMO = 0.04 eV
HOMO-LUMO gap = 7.735 eV
spin multiplicity = 1

Geometry as XYZ:
```
244
C84H117N3O40 | the OMol25 dataset | wB97M-V/def2-TZVPD
C 2.99 7.73 -5.31
O 2.53 7.16 -6.57
C 3.10 5.90 -6.86
C 2.57 4.78 -5.91
N 1.23 4.40 -6.42
C 0.49 3.54 -5.62
C -0.04 4.18 -4.26
O -1.29 3.65 -3.93
C -2.40 4.11 -4.74
H 2.73 8.75 -5.03
H 4.01 8.03 -5.52
H 3.01 7.09 -4.42
H 4.18 5.87 -6.80
H 2.88 5.74 -7.92
H 2.65 5.02 -4.85
H 3.16 3.86 -5.83
H 0.63 5.19 -6.64
H 0.98 2.57 -5.50
H -0.42 3.34 -6.20
H -0.26 5.25 -4.30
H 0.70 4.02 -3.48
H -2.49 5.18 -4.61
H -3.36 3.77 -4.36
H -2.28 3.97 -5.82
C 6.17 -7.62 -1.60
O 5.26 -6.54 -1.56
C 5.00 -6.01 -2.82
C 3.71 -5.10 -2.96
N 2.62 -5.86 -2.52
C 1.41 -5.03 -2.32
C 0.64 -5.50 -1.08
O 1.57 -5.59 0.08
C 0.89 -6.25 1.11
H 6.71 -7.74 -0.65
H 6.95 -7.30 -2.29
H 5.77 -8.55 -2.01
H 4.80 -6.87 -3.46
H 5.83 -5.48 -3.28
H 3.62 -4.66 -3.96
H 3.87 -4.21 -2.35
H 2.72 -6.37 -1.66
H 0.74 -5.13 -3.17
H 1.79 -4.02 -2.20
H 0.10 -6.42 -1.30
H -0.19 -4.83 -0.89
H -0.16 -5.95 1.06
H 1.28 -5.88 2.06
H 1.05 -7.32 0.97
C -0.59 -6.11 6.99
O -0.01 -5.45 5.93
C 0.80 -4.31 6.28
C 0.01 -3.00 6.52
N -0.80 -2.58 5.39
C -1.62 -1.37 5.48
C -2.73 -1.59 6.61
O -2.12 -1.11 7.80
C -2.89 -1.00 8.99
H 0.07 -6.77 7.56
H -1.40 -6.73 6.60
H -1.14 -5.37 7.58
H 1.50 -3.99 5.51
H 1.51 -4.52 7.08
H 0.65 -2.18 6.84
H -0.67 -3.11 7.37
H -0.19 -2.47 4.59
H -2.14 -1.27 4.52
H -0.98 -0.50 5.65
H -3.06 -2.63 6.65
H -3.61 -0.96 6.50
H -2.29 -0.68 9.84
H -3.24 -2.00 9.24
H -3.81 -0.42 8.94
C -2.92 -1.35 -4.78
C -2.64 -1.55 -6.09
C -1.68 -2.41 -6.52
C -0.97 -3.08 -5.54
C -1.33 -3.07 -4.20
C -2.32 -2.18 -3.82
O -2.58 -1.97 -2.51
O -1.42 -2.62 -7.87
H -3.53 -0.60 -4.29
H -3.15 -0.98 -6.86
H -0.09 -3.64 -5.82
H -0.61 -3.55 -3.54
H -3.04 -1.14 -2.45
H -2.20 -2.36 -8.36
C -6.26 -0.48 -3.22
C -7.37 -0.13 -4.02
C -7.48 1.23 -4.41
C -6.46 2.10 -4.08
C -5.33 1.77 -3.36
C -5.27 0.44 -2.90
O -4.16 0.18 -2.04
O -8.44 1.77 -5.14
H -6.27 -1.50 -2.86
H -8.08 -0.93 -4.16
H -6.51 3.12 -4.42
H -4.55 2.48 -3.11
H -3.63 0.99 -2.02
H -8.06 2.58 -5.47
C 3.54 -1.94 5.26
C 2.53 -1.30 4.51
C 1.99 -1.98 3.39
C 2.41 -3.23 3.02
C 3.43 -3.80 3.75
C 3.93 -3.19 4.92
O 4.86 -3.82 5.71
O 0.99 -1.43 2.65
H 4.00 -1.56 6.16
H 2.24 -0.26 4.62
H 2.08 -3.86 2.21
H 3.75 -4.81 3.51
H 5.38 -3.36 6.37
H 1.11 -1.56 1.71
C -0.59 1.01 -2.32
C 0.16 -0.12 -1.87
C 0.06 -0.55 -0.56
C -0.68 0.12 0.39
C -1.58 1.10 -0.07
C -1.49 1.57 -1.38
O -2.27 2.61 -1.81
O 0.79 -1.61 -0.08
H -0.48 1.34 -3.34
H 0.76 -0.69 -2.56
H -0.75 -0.17 1.42
H -2.33 1.60 0.51
H -1.73 3.06 -2.46
H 1.52 -1.66 -0.70
C 4.24 -2.26 -0.06
C 5.40 -2.19 0.67
C 6.46 -1.42 0.22
C 6.34 -0.58 -0.92
C 5.16 -0.66 -1.64
C 4.13 -1.56 -1.21
O 2.98 -1.65 -1.92
O 7.60 -1.23 1.01
H 3.36 -2.70 0.39
H 5.49 -2.63 1.65
H 7.18 0.07 -1.09
H 5.02 -0.08 -2.55
H 3.14 -1.59 -2.86
H 7.59 -2.03 1.53
C 4.68 4.17 -2.11
C 3.95 4.61 -0.99
C 2.85 3.82 -0.55
C 2.51 2.62 -1.24
C 3.15 2.24 -2.36
C 4.15 3.05 -2.84
O 4.77 2.79 -4.04
O 2.17 4.22 0.58
H 5.63 4.54 -2.46
H 4.23 5.56 -0.56
H 1.63 2.14 -0.82
H 2.85 1.40 -2.97
H 5.72 2.90 -4.00
H 2.65 4.74 1.22
C -2.21 -3.91 1.07
C -2.09 -3.75 2.51
C -3.01 -4.37 3.37
C -3.95 -5.26 2.82
C -4.03 -5.41 1.43
C -3.18 -4.67 0.57
O -3.23 -4.74 -0.81
O -2.94 -4.21 4.74
H -1.44 -3.44 0.48
H -1.44 -3.00 2.94
H -4.54 -5.94 3.42
H -4.75 -6.15 1.10
H -3.18 -3.81 -1.04
H -2.20 -3.66 5.02
C 3.98 5.20 5.50
C 3.58 4.82 6.77
C 2.84 3.63 6.86
C 2.42 2.95 5.76
C 2.82 3.36 4.46
C 3.57 4.49 4.38
O 3.84 5.04 3.09
O 2.53 3.21 8.10
H 4.59 6.09 5.38
H 3.90 5.27 7.70
H 1.78 2.09 5.89
H 2.43 2.90 3.56
H 4.27 5.90 3.10
H 2.42 3.96 8.68
C -6.03 2.23 0.24
C -7.02 2.21 1.36
O -6.21 2.52 2.48
C -4.97 2.97 2.10
O -4.05 3.39 2.79
O -5.04 3.04 0.76
H -6.40 2.75 -0.64
H -5.56 1.26 0.04
H -7.49 1.24 1.52
H -7.66 3.09 1.28
C -6.93 -1.92 1.58
C -6.86 -2.34 3.17
O -5.81 -1.52 3.69
C -5.11 -0.87 2.68
O -4.24 0.01 2.79
O -5.76 -1.24 1.39
H -7.73 -1.18 1.49
H -6.98 -2.82 0.97
H -6.63 -3.40 3.30
H -7.76 -1.97 3.65
C -4.24 5.72 -1.87
C -4.30 6.04 -0.36
O -5.48 6.70 -0.23
C -6.29 6.36 -1.26
O -7.45 6.79 -1.48
O -5.56 5.86 -2.24
H -3.79 4.78 -2.20
H -3.72 6.54 -2.39
H -3.51 6.65 0.09
H -4.46 5.22 0.34
C -0.27 2.98 2.48
C -0.28 4.28 3.13
O -0.47 3.95 4.37
C -1.11 2.77 4.46
O -1.79 2.42 5.43
O -1.06 2.17 3.30
H 0.76 2.60 2.49
H -0.62 3.02 1.44
H -1.10 4.90 2.76
H 0.62 4.87 2.98
C 4.28 1.35 1.55
C 4.84 0.55 2.62
O 5.70 1.43 3.33
C 6.00 2.45 2.50
O 6.76 3.33 2.76
O 5.24 2.43 1.38
H 3.27 1.65 1.83
H 4.11 0.78 0.64
H 5.38 -0.31 2.23
H 4.18 0.06 3.33
C 0.60 0.04 -7.45
C 1.72 -0.72 -8.21
O 2.56 -1.17 -7.13
C 2.23 -0.53 -5.96
O 2.77 -0.74 -4.90
O 1.11 0.14 -6.15
H -0.37 -0.46 -7.47
H 0.54 1.00 -7.98
H 2.31 -0.08 -8.87
H 1.36 -1.55 -8.81
```